(1)
ORCA calculation (ωB97M-V/def2-TZVPD) on a molecular structure, C15H17MnNS2 at a distorted geometry.

Last column: Mulliken spin population.
Atoms and positions in Å:
C 0.80807 0.25183 -2.34997  0.1370
C -1.29889 0.58396 0.02355  -0.1747
C 0.04510 -0.99765 -1.63777  0.1677
H 0.91225 -0.01651 -3.41337  -0.0885
C -2.38085 -0.35489 -0.39498  -0.0052
H -1.39305 0.92978 1.06873  0.0426
H 0.78722 -1.81584 -1.60723  -0.0416
H -3.24893 -0.44573 0.26444  -0.0030
C -1.22316 -1.34886 -2.42528  0.0966
H -1.33355 -2.43856 -2.56476  -0.0104
H -1.10364 -0.95228 -3.44450  -0.0204
C -0.08040 1.47722 -2.19623  0.0125
H -0.89189 1.38413 -2.93501  -0.0087
H 0.49626 2.36641 -2.48574  -0.0013
C -0.70169 1.72977 -0.80257  0.0030
H -1.48987 2.49145 -0.94792  -0.0171
H 0.05527 2.22572 -0.17139  0.0055
C -2.54506 -0.75331 -1.84012  0.0780
H -2.86696 0.10450 -2.45767  -0.0091
H -3.35362 -1.49652 -1.94695  -0.0091
Mn -0.82123 -1.13235 -0.06690  3.8227
H 2.38137 1.28386 -3.05119  0.4385
S 2.54933 0.48557 -1.79177  0.3030
C 2.09335 0.30521 -0.05614  0.2213
N 1.08084 -0.39525 0.43468  -0.0283
C 1.12280 -0.47936 1.83450  -0.0124
C 0.08604 -1.03256 2.58806  0.1159
C 0.17974 -0.90842 3.98357  0.0158
C 1.27306 -0.24889 4.56680  0.0015
C 2.29737 0.30675 3.78269  -0.0042
C 2.21604 0.19290 2.39804  0.0071
S 3.24008 0.86783 1.12368  0.0313
H -0.75930 -1.50881 2.03847  -0.0675
H -0.60706 -1.32345 4.61227  0.0013
H 1.32660 -0.16412 5.65239  -0.0001
H 3.14837 0.82646 4.21562  0.0002

Properties
gap between HOMO and LUMO (alpha / beta) = 4.993 / 7.238 eV
molar mass = 330.38 g mol⁻¹
largest force on an atom = 0.1480 hartree/bohr
E_LUMO (alpha / beta) = 0.001 / -0.021 Ha
<S²> = 8.834
energy relative to the best compared isomer or geometry (same formula, charge and spin) = 7.6 kcal/mol
multiplicity = 6

(2)
ORCA calculation (ωB97M-V/def2-TZVPD) on C15H17NO2S in the gas phase.

Last column: Löwdin charge in e.
Atoms and positions in Å:
C -5.61037 -2.39271 1.15100  -0.0972
C -5.87137 -1.11766 0.34635  -0.2186
C -4.57940 -0.41330 0.04452  -0.2611
C -3.83562 -0.74292 -1.08346  -0.0371
C -2.62415 -0.13668 -1.33694  -0.0023
C -2.11952 0.82347 -0.46055  -0.2670
O -0.90947 1.35939 -0.79976  -0.0540
C -0.29499 2.27264 0.08527  -0.1823
C 1.09447 2.57441 -0.48027  -0.1393
N 1.88964 1.37511 -0.54468  0.0512
C 2.86263 1.10972 0.36176  -0.5153
O 3.24494 1.92347 1.18276  0.0653
C 3.46281 -0.23044 0.26466  -0.4326
C 4.50011 -0.69099 1.02817  -0.1011
C 4.85939 -2.01925 0.73031  -0.1775
C 4.09179 -2.55770 -0.25378  -0.4072
S 2.91555 -1.45538 -0.83833  1.0471
C -2.85586 1.16524 0.66588  -0.0161
C -4.07073 0.54482 0.90698  -0.0363
H -6.54511 -2.90176 1.37458  0.0668
H -4.97103 -3.06974 0.58902  0.0728
H -5.11239 -2.15238 2.08767  0.0738
H -6.52775 -0.45921 0.91870  0.1072
H -6.37734 -1.37808 -0.58550  0.1078
H -4.21243 -1.48500 -1.77256  0.1151
H -2.04558 -0.38973 -2.21171  0.1157
H -0.87957 3.19936 0.15767  0.1327
H -0.19523 1.83053 1.08554  0.1367
H 1.61674 3.27795 0.17110  0.1259
H 0.99420 2.99527 -1.48423  0.1282
H 1.52071 0.63274 -1.11933  0.0953
H 4.97550 -0.07965 1.77328  0.1197
H 5.65133 -2.55180 1.22533  0.1031
H 4.14178 -3.54156 -0.67706  0.0619
H -2.49928 1.91040 1.35977  0.1035
H -4.63213 0.82007 1.78856  0.1152

Properties
gap between HOMO and LUMO = 8.974 eV
molar mass = 275.37 g mol⁻¹
largest force on an atom = 0.0137 hartree/bohr
E_LUMO = 0.020 Ha
energy relative to the best compared isomer or geometry (same formula, charge and spin) = 1.2 kcal/mol
structure (SMILES) = CCc1ccc(OCCNC(=O)c2cccs2)cc1

(3)
ORCA calculation (ωB97M-V/def2-TZVPD) on a molecular structure, C15H18BF2N6OTc at a distorted geometry.

Last column: Mulliken spin population.
Atoms and positions in Å:
Tc 0.46887 -0.13979 0.34912  1.5128
F -0.96352 -0.10145 3.09549  -0.0039
B 0.19745 -0.10388 2.40963  -0.0756
F 1.25677 -0.08154 3.26021  -0.0022
O 2.46314 -0.09861 0.44536  -0.1137
N 3.72854 -0.12501 0.31927  -0.0095
C 4.35974 0.82301 -0.43190  0.0975
C 5.71565 0.77052 -0.61594  -0.0448
C 6.47088 -0.24505 -0.03112  0.1248
C 5.80149 -1.18819 0.74927  -0.0432
C 4.44534 -1.11708 0.92000  0.0975
H 3.71264 1.57846 -0.84874  0.0169
H 6.18519 1.52978 -1.22501  -0.0016
H 7.53930 -0.30238 -0.17444  0.0115
H 6.34371 -1.98885 1.23160  -0.0019
H 3.86756 -1.80297 1.51928  0.0140
N -2.35337 3.95572 -0.83120  0.0050
C -1.22873 4.68818 -0.64393  0.0033
N -1.31075 6.02567 -0.87814  0.0038
N -0.09581 4.19405 -0.26030  0.0118
C 0.16819 2.93230 -0.11369  0.1292
N 0.48478 1.82611 0.04225  -0.0656
H -3.10604 4.33662 -1.37695  0.0003
H -2.25997 2.95228 -0.82387  -0.0024
H -2.20552 6.46711 -0.74629  0.0003
H -0.51452 6.54961 -0.55350  -0.0001
C -0.59360 -3.86561 -0.38332  0.0723
C -1.95531 -3.23591 -0.38088  0.0354
C -3.10110 -3.98552 -0.58556  -0.0326
C -4.35996 -3.39988 -0.56991  0.0685
C -4.47382 -2.03468 -0.34781  -0.0319
C -3.35511 -1.24637 -0.14064  0.0523
C -3.45734 0.23007 0.11549  0.0185
C -2.07282 -1.84317 -0.14827  -0.0324
N -0.96492 -1.09324 0.06687  0.1905
H -0.66221 -4.94782 -0.49181  0.0030
H -0.07035 -3.63225 0.54681  -0.0077
H 0.01558 -3.46555 -1.19826  -0.0025
H -3.01035 -5.05178 -0.76190  -0.0027
H -5.24459 -4.00726 -0.71238  0.0064
H -5.45485 -1.57201 -0.32846  -0.0033
H -4.49372 0.52546 0.27747  -0.0001
H -3.05635 0.79377 -0.73378  0.0008
H -2.86020 0.49713 0.98989  0.0014

Properties
gap between HOMO and LUMO (alpha / beta) = 4.801 / 6.313 eV
molar mass = 445.16 g mol⁻¹
largest force on an atom = 0.0382 hartree/bohr
E_LUMO (alpha / beta) = -0.005 / -0.006 Ha
<S²> = 2.044
energy relative to the best compared isomer or geometry (same formula, charge and spin) = 21.3 kcal/mol
multiplicity = 3

(4)
ORCA calculation (ωB97M-V/def2-TZVPD) on a molecular structure, C15H18CrN5O2.

Last column: Mulliken spin population.
Atoms and positions in Å:
Cr -0.44427 0.34918 -0.67970  1.0884
O -0.73231 -3.53266 1.35520  -0.0007
C 0.18236 -3.23278 2.30485  0.0034
C 0.33276 -4.17164 3.31615  -0.0006
C 1.24935 -3.95723 4.31985  0.0008
C 2.04921 -2.80471 4.35029  -0.0002
C 1.91079 -1.87581 3.36285  0.0012
C 0.96454 -2.05990 2.31554  -0.0053
C 0.86033 -1.03232 1.33299  0.0051
O -0.11237 -1.11819 0.37241  0.0015
N 1.65199 0.01363 1.30662  -0.0164
N 1.29841 0.73897 0.21563  -0.0273
C 2.03405 1.66883 -0.26378  0.0027
C 1.64183 2.05699 -1.62378  0.0047
C 2.36085 2.90969 -2.43286  -0.0026
C 1.98913 3.04244 -3.76417  0.0031
C 0.90941 2.31963 -4.25461  0.0004
C 0.20691 1.50882 -3.38711  -0.0042
N 0.55869 1.38310 -2.09623  -0.0342
H -0.68154 -2.88226 0.64693  -0.0023
H -0.27655 -5.06436 3.28518  -0.0001
H 1.35713 -4.70213 5.09813  0.0000
H 2.76311 -2.65580 5.14746  0.0001
H 2.51116 -0.97754 3.36647  0.0000
H 2.94241 1.99442 0.23040  -0.0002
H 3.21520 3.43724 -2.02973  0.0002
H 2.54797 3.69896 -4.41893  0.0000
H 0.60772 2.38596 -5.29032  -0.0001
H -0.65769 0.94625 -3.71861  -0.0056
N -2.38205 -0.53568 -0.87833  -0.0125
C -3.44483 0.49716 -1.06557  0.0075
C -3.05541 1.69416 -0.22150  -0.0030
N -1.66901 2.08252 -0.63528  -0.0103
H -2.46075 -1.27357 -1.57539  -0.0014
H -2.53542 -1.00784 0.01299  0.0025
H -4.42531 0.11777 -0.78432  -0.0008
H -3.48215 0.75864 -2.12368  -0.0010
H -3.02999 1.43542 0.83738  -0.0008
H -3.75251 2.52059 -0.34696  0.0009
H -1.29381 2.81216 -0.02861  0.0027
H -1.70933 2.51187 -1.55790  0.0045

Properties
gap between HOMO and LUMO (alpha / beta) = 5.427 / 5.761 eV
molar mass = 352.34 g mol⁻¹
largest force on an atom = 0.0137 hartree/bohr
E_LUMO (alpha / beta) = -0.311 / -0.299 Ha
<S²> = 0.782
multiplicity = 2
net charge = +2

(5)
ORCA calculation (ωB97M-V/def2-TZVPD) on a molecular structure, C15H18F5IN2O3SSbSe4TeY at a distorted geometry.

Last column: Löwdin charge in e.
Atoms and positions in Å:
Y -0.47320 -0.40488 -0.82375  1.0338
Se -1.15537 6.25673 0.63781  -0.4158
Sb -1.59887 4.22466 1.93841  -0.0214
Se -1.48635 1.89530 -0.03899  0.1403
Se 0.28140 1.43110 1.74463  0.5724
Se -3.86658 4.20978 2.82025  -0.4179
C -3.41404 0.14430 3.60566  -0.0625
C -2.55740 -0.08070 4.67032  -0.0689
C -1.33095 -0.68150 4.43231  -0.0288
C -0.99236 -0.97786 3.11804  -0.3155
N -1.83099 -0.81895 2.09665  0.0816
C -3.02144 -0.28389 2.34531  -0.1429
C 0.39818 -1.29083 2.72179  -0.2356
C 1.11990 -2.36839 3.21030  -0.0264
C 2.41110 -2.60817 2.75517  -0.0765
C 3.00206 -1.77512 1.81990  -0.0782
C 2.31112 -0.66564 1.34779  -0.1193
C 1.02422 -0.43905 1.80547  -0.5138
H -4.33340 0.69977 3.72457  0.0902
H -2.81831 0.25644 5.66604  0.1008
H -0.60656 -0.82401 5.22408  0.1084
H -3.66130 -0.14869 1.48110  0.1061
H 0.65790 -3.04507 3.91980  0.1128
H 2.95217 -3.47317 3.11896  0.0980
H 3.99810 -1.98879 1.45446  0.1026
H 2.74816 0.00703 0.62298  0.0799
C 0.04006 -0.82743 -4.99348  -0.2378
S -1.11070 -0.87055 -3.62413  0.7949
C -2.62621 -0.64452 -4.54409  -0.2264
O -0.88370 0.50947 -2.99192  -0.6229
H 0.06313 0.20767 -5.33143  0.0599
H -0.28563 -1.51602 -5.77046  0.0548
H 1.00497 -1.13990 -4.60083  0.0457
H -2.86121 -1.56916 -5.07036  0.0588
H -2.49025 0.18918 -5.23124  0.0566
H -3.38321 -0.42596 -3.79349  0.0542
N 3.59251 2.36680 -0.69731  0.1499
C 2.26656 2.48407 -0.91991  -0.6599
O 1.57581 1.53140 -1.23586  -0.0664
C 1.60074 3.81839 -0.67684  -0.5908
I 2.82343 5.54828 -0.96462  0.7381
H 4.01802 1.47102 -0.86218  0.1099
H 4.15829 3.17128 -0.49288  0.0214
H 1.26349 3.87072 0.35817  -0.0087
H 0.73228 3.92911 -1.31557  0.0412
F -2.54489 -0.96442 -1.22708  -0.5837
Te 0.64111 -3.28284 -1.95999  1.8445
F 1.99989 -3.85693 -0.66919  -0.5616
F -0.31345 -3.47684 -3.82874  -0.6661
F -0.34568 -2.47771 0.09543  -0.6049
F 2.08501 -3.77355 -3.12759  -0.5200
O 1.22243 -1.52192 -1.94347  -0.7840

Properties
gap between HOMO and LUMO = 5.089 eV
molar mass = 1182.39 g mol⁻¹
largest force on an atom = 0.0373 hartree/bohr
E_LUMO = 0.131 Ha
net charge = -2

(6)
ORCA calculation (ωB97M-V/def2-TZVPD) on C15H18FNO5 in the gas phase at a distorted geometry.

Last column: Löwdin charge in e.
Atoms and positions in Å:
C -4.88417 -0.59832 0.12144  0.0042
C -3.39174 -0.66014 -0.56983  -0.1664
O -2.60843 -1.29358 0.28558  0.1032
C -1.40629 -1.23235 0.16665  -0.8168
O -1.01633 -0.94749 -0.80349  0.2103
C -0.50659 -1.58546 1.14316  -0.0812
C 0.12702 -3.06396 1.04885  -0.0570
C 0.80745 -3.38745 -0.41163  0.0635
N 1.62770 -1.98848 -0.61761  0.1407
C 2.91662 -2.02733 -0.56764  -0.4925
O 3.53863 -2.94976 0.11120  0.0039
C 3.57304 -0.81811 -0.77454  0.0898
O 2.52813 0.42357 -0.68664  0.0809
C 2.76266 1.45924 -0.15137  -0.4924
O 3.72380 1.74817 0.68617  -0.0029
C 1.65242 2.51948 0.01962  -0.0736
C 1.87925 3.80678 0.54045  -0.0538
C 0.80826 4.36250 0.64887  -0.2274
C -0.36259 4.24251 0.12675  -0.0594
C -0.61317 3.15268 -0.70285  -0.1621
F -1.85844 2.62731 -1.07226  0.0084
C 0.35442 2.11715 -0.39507  0.0615
H -5.64311 -0.23136 -0.44478  0.0255
H -4.96840 0.12755 0.89889  0.0635
H -5.35020 -1.45705 0.47446  0.0460
H -3.34541 -1.24514 -1.44712  0.1152
H -3.16238 0.30557 -0.93136  0.1085
H -1.13195 -1.56205 2.08407  0.1530
H 0.36713 -0.89054 1.18907  0.1452
H 0.74913 -3.00212 1.87551  0.0837
H -0.81469 -3.66014 1.04104  0.1218
H 1.39605 -4.15309 -0.25181  0.0546
H 0.08332 -3.13805 -1.05065  0.0642
H 1.08754 -1.39098 -1.01861  0.0304
H 3.90379 -0.78332 -1.76100  0.1172
H 4.45730 -0.30807 -0.20144  0.1835
H 2.73440 3.84256 1.09054  0.1087
H 0.98068 5.46899 1.19026  0.1890
H -1.26846 5.01309 0.14400  0.1718
H 0.27362 1.15717 -1.02689  0.1369

Properties
gap between HOMO and LUMO = 9.712 eV
molar mass = 311.31 g mol⁻¹
largest force on an atom = 0.3868 hartree/bohr
E_LUMO = 0.014 Ha
energy relative to the best compared isomer or geometry (same formula, charge and spin) = 288.7 kcal/mol
structure (SMILES) = CCOC(=O)CCCNC(=O)COC(=O)c1cccc(F)c1

(7)
ORCA calculation (ωB97M-V/def2-TZVPD) on a molecular structure, C15H18IrN2O2P.

Last column: Löwdin charge in e.
Atoms and positions in Å:
Ir -0.54810 0.02565 0.05225  1.4404
C 2.75989 1.18545 4.15948  -0.0908
C 3.00587 -0.03401 3.54307  -0.0792
C 2.01878 -0.65825 2.79647  -0.0294
C 0.77932 -0.04733 2.67255  -0.2919
C 0.51897 1.16703 3.29581  -0.0444
C 1.51376 1.78523 4.03412  -0.0839
N -0.30999 -0.63166 1.94457  -0.1377
N -0.00846 -1.72068 1.24776  -0.0133
C -1.19960 -2.34639 0.73982  -0.3286
C -1.58954 -3.66002 0.89958  -0.0194
C -2.76449 -4.02063 0.24358  -0.0831
C -3.45774 -3.11824 -0.56251  -0.0911
C -3.00498 -1.81649 -0.75815  -0.0795
C -1.86411 -1.44217 -0.06746  -0.2560
H 3.53648 1.66559 4.74020  0.1009
H 3.97523 -0.50456 3.64309  0.1037
H 2.19812 -1.60481 2.30734  0.1054
H -0.46208 1.61277 3.19088  0.1090
H 1.31466 2.73302 4.51662  0.1032
H -1.02520 -4.36075 1.49958  0.1114
H -3.14495 -5.02823 0.35225  0.1017
H -4.36089 -3.44788 -1.06073  0.1011
H -3.52193 -1.13461 -1.42049  0.1035
O 0.91143 0.21726 -1.04304  -0.5928
C 0.51689 0.24040 -3.63286  -0.1667
P 0.15354 1.44931 -2.33118  0.4811
C -0.74883 2.65916 -3.40188  -0.2076
C 1.56669 2.53439 -1.97013  -0.1728
O -1.11767 1.24574 -1.38102  -0.5362
H 0.86015 0.76346 -4.52519  0.0508
H -0.42287 -0.25962 -3.87664  0.0605
H 1.24558 -0.49928 -3.31558  0.0450
H -0.12325 2.99738 -4.22988  0.0411
H -1.05032 3.52771 -2.81536  0.0463
H -1.64991 2.19967 -3.80929  0.0454
H 1.86964 3.05354 -2.87961  0.0501
H 2.40518 1.99049 -1.54622  0.0435
H 1.22473 3.28234 -1.25182  0.0607

Properties
gap between HOMO and LUMO = 7.731 eV
molar mass = 481.51 g mol⁻¹
largest force on an atom = 0.0076 hartree/bohr
E_LUMO = -0.024 Ha
energy relative to the best compared isomer or geometry (same formula, charge and spin) = 0.0 kcal/mol

(8)
ORCA calculation (ωB97M-V/def2-TZVPD) on C15H18N2O4S2 in the gas phase.

Last column: Löwdin charge in e.
Atoms and positions in Å:
C 1.79808 2.92886 -1.45146  -0.0983
O 1.55550 3.41593 -0.15272  -0.1824
C 0.24524 3.22658 0.32988  -0.1923
C 0.07995 1.96595 1.19536  -0.0936
N 0.19136 0.74313 0.43696  -0.0318
C -0.87367 0.23975 -0.20361  -0.5030
N -2.03737 0.81999 -0.18985  0.1258
C -3.01561 0.14300 -0.83496  -0.6141
O -2.83448 -0.88801 -1.46701  -0.0860
C -4.36449 0.81723 -0.72662  -0.3661
S -5.67191 -0.43096 -0.60832  0.9781
C -4.98872 -1.40480 0.70868  -0.7622
C -5.76561 -2.65773 0.95806  -0.0710
O -3.99833 -1.04862 1.28492  0.0347
S -0.52691 -1.26825 -1.02496  1.1948
C 1.13517 -1.16741 -0.45748  -0.4194
C 2.16359 -2.05348 -0.69917  -0.0013
C 3.42740 -1.78633 -0.17372  -0.2751
O 4.38702 -2.70711 -0.45537  -0.0842
C 5.68846 -2.50581 0.04119  -0.0896
C 3.63483 -0.62731 0.57777  -0.0135
C 2.60152 0.25994 0.81986  -0.0051
C 1.34263 -0.01335 0.30879  -0.2519
H 1.74895 1.83680 -1.50669  0.0786
H 2.80551 3.25043 -1.70934  0.0917
H 1.08785 3.35334 -2.17046  0.0918
H 0.02489 4.09379 0.96044  0.1269
H -0.47815 3.19417 -0.49331  0.1203
H -0.91865 1.98559 1.63780  0.1279
H 0.83592 1.95839 1.98137  0.1266
H -4.39144 1.46571 0.14737  0.0849
H -4.57206 1.38897 -1.63104  0.0870
H -6.82393 -2.49604 0.77310  0.0688
H -5.59722 -3.00497 1.97478  0.0874
H -5.40718 -3.41808 0.26449  0.0933
H 2.00913 -2.94283 -1.28635  0.1227
H 5.70230 -2.47751 1.13541  0.0955
H 6.26799 -3.36086 -0.30292  0.0931
H 6.13286 -1.58659 -0.35375  0.0953
H 4.60876 -0.40120 0.97995  0.1027
H 2.79080 1.15966 1.38296  0.1131

Properties
gap between HOMO and LUMO = 8.706 eV
molar mass = 354.45 g mol⁻¹
largest force on an atom = 0.0165 hartree/bohr
E_LUMO = 0.027 Ha
energy relative to the best compared isomer or geometry (same formula, charge and spin) = 0.8 kcal/mol
structure (SMILES) = COCCn1/c(=N/C(=O)CSC(C)=O)sc2cc(OC)ccc21